ORCA calculation (ωB97M-V with the def2-TZVPD basis set) on a cluster of 3 separate species, C13H35FN4O8S2 in total.

Geometry (Å):
N -1.17049 -1.95882 -6.32130
N -0.53530 -2.87571 -5.47967
C 0.15967 -2.25759 -4.35025
S 1.98556 -2.56001 -4.58948
O 2.71561 -1.29450 -4.29495
O 2.16689 -2.96881 -5.99882
S -1.63518 -4.11491 -4.99180
O -1.53477 -5.17059 -6.02227
O -3.04190 -3.65044 -4.94008
F -1.18213 -4.79976 -3.58645
H -0.69637 -1.06321 -6.30247
H -1.02007 -2.31873 -7.26299
H 0.06090 -1.16346 -4.29084
H -0.10781 -2.67138 -3.36207
H 2.35202 -3.55953 -3.70685
C -3.25062 -1.92051 -1.57371
O -1.96864 -1.48138 -1.14645
C -2.00568 -0.29264 -0.35549
C -1.59620 -0.58956 1.07641
N -2.61628 -1.37547 1.76645
C -2.18519 -1.88737 3.06604
C -1.04129 -2.90469 3.08120
O -1.37045 -4.15309 2.49230
C -1.18270 -4.21994 1.08899
H -3.10310 -2.74838 -2.26708
H -3.84774 -2.28022 -0.73060
H -3.78632 -1.12201 -2.09426
H -2.98463 0.19274 -0.39714
H -1.27407 0.39661 -0.78694
H -1.44965 0.35222 1.60736
H -0.63504 -1.11831 1.04561
H -2.87617 -2.16183 1.18584
H -3.05794 -2.36348 3.52042
H -1.91864 -1.04145 3.70734
H -0.82042 -3.12438 4.12961
H -0.11487 -2.50407 2.65493
H -0.35825 -3.58695 0.75100
H -2.10185 -3.95371 0.56182
H -0.95031 -5.25511 0.83317
C 1.40224 6.53455 2.81199
O 2.29997 5.96025 1.87791
C 3.47386 5.41958 2.47818
C 3.48778 3.90477 2.35156
N 2.47166 3.29500 3.20423
C 2.27581 1.86684 2.96130
C 1.72685 1.45127 1.59396
O 0.38873 1.86302 1.35954
C 0.25188 3.17176 0.82687
H 0.60912 7.02893 2.25192
H 0.94891 5.76857 3.44892
H 1.90553 7.28062 3.43329
H 3.57882 5.73239 3.52063
H 4.32599 5.82183 1.92346
H 4.47256 3.52964 2.64575
H 3.32864 3.65790 1.29502
H 1.59016 3.76704 3.05363
H 1.57433 1.51318 3.72165
H 3.22146 1.34564 3.13918
H 1.70449 0.35722 1.57577
H 2.37843 1.75332 0.76726
H 1.09414 3.45069 0.18992
H 0.12629 3.90414 1.62729
H -0.65821 3.19228 0.22428

Computed properties:
Frontier orbital gap: 8.30 eV
Highest occupied orbital energy: -8.698 eV
SMILES: NN(C[SH](=O)=O)S(=O)(=O)F.COCCNCCOC.COCCNCCOC
E_LUMO: -0.4 eV
F_max: 0.147 Eh/bohr
Calculated total energy: -60769.66553 eV